Record 1
Formula: C3H7BO2
Source: OMol25
Level of theory: ωB97M-V with the def2-TZVPD basis set

The geometry in XYZ format:
```
13
Properties=species:S:1:pos:R:3:forces:R:3
O -0.42086 -0.68082 -0.19209 0.15 -0.41 -0.29
H -3.84300 -0.33628 -0.72669 -1.01 -0.04 -0.95
C -1.67125 -0.33498 -0.10864 1.82 1.00 0.70
H 2.35922 -0.67212 -0.47826 -0.35 -1.01 0.17
H 1.79013 -0.50666 1.20607 0.60 -1.51 2.96
C 1.91096 -0.06945 0.30372 3.72 2.73 -3.60
O -2.07107 0.85330 0.11241 0.62 -0.26 -0.21
C 0.61396 0.41907 -0.09499 -3.51 1.59 -1.66
B -3.15231 -0.33635 0.18078 -0.40 -0.71 0.84
H 2.80004 0.78793 0.20376 -2.73 -1.65 1.07
H -3.50785 -0.64352 1.28270 0.01 0.10 -0.13
H 0.10815 1.05906 0.60758 0.48 0.58 0.53
H 0.50342 0.94266 -1.07146 0.62 -0.41 0.55
```
Positions in Å, forces in eV/Å.

The calculation puts the highest occupied orbital energy at -10.74 eV. Its gap between HOMO and LUMO is 11.458 eV.


Record 2
Formula: C3H7Br2OP
Source: OMol25
Level of theory: ωB97M-V with the def2-TZVPD basis set

The geometry in XYZ format:
```
14
Properties=species:S:1:pos:R:3:forces:R:3
H -0.77276 -0.41687 -1.38568 -0.78 0.05 0.24
C 0.13411 0.14630 -1.33998 0.67 0.22 -0.84
Br -4.08512 -1.48487 0.34071 0.03 0.56 0.18
O 0.14186 0.32975 1.41207 -0.82 -0.21 0.51
H -2.39369 -2.95421 1.00400 1.17 -2.37 -0.11
Br 1.47239 -1.31027 -1.55772 -0.20 0.70 0.10
H 2.69316 0.97746 0.63866 0.73 -1.87 0.38
H 2.32057 2.54229 0.70836 -0.09 2.02 0.29
P 0.30909 1.14658 0.17897 1.70 -0.35 0.56
H -1.82048 -1.22371 1.71812 -1.34 -1.31 -0.86
C -2.55514 -1.98819 1.28581 0.23 3.16 0.76
H 0.17482 0.83915 -2.20520 0.17 -0.61 0.32
C 2.10836 1.68857 0.15075 -2.12 -0.46 -2.36
H 2.27283 1.70802 -0.94885 0.65 0.47 0.84
```
Positions in Å, forces in eV/Å.

The calculation puts the highest occupied orbital energy (spin up / spin down) at -9.06 / -8.29 eV. Its gap between HOMO and LUMO (spin up / spin down) is 9.079 / 6.309 eV.


Record 3
Formula: C3H7BrN4
Source: OMol25
Level of theory: ωB97M-V with the def2-TZVPD basis set

The geometry in XYZ format:
```
15
Properties=species:S:1:pos:R:3:forces:R:3
N 0.88343 1.47077 0.02261 0.39 -2.72 0.64
C 1.59472 0.43558 0.28487 1.38 1.33 1.36
N 1.13813 -0.80012 0.17653 -2.13 0.62 -0.54
C -0.15245 -1.05383 0.08449 -3.64 4.97 0.91
H 2.57034 0.47430 0.79919 -0.12 0.61 -0.96
N -0.77042 -2.12495 -0.04576 -4.14 0.28 -1.34
C -0.53258 1.48666 -0.23948 0.51 -0.77 -3.67
H -0.78565 2.43359 0.12849 -1.44 1.18 0.66
H -0.57611 1.51895 -1.40251 -0.67 -0.22 1.74
H 1.28285 2.33629 0.15630 1.38 2.44 0.46
N -1.14452 0.38298 0.46217 2.12 -3.80 -0.67
H -0.43528 -2.97146 -0.40119 1.25 -1.86 -0.25
Br -2.90884 -0.01176 -0.00787 0.31 0.43 -0.01
H -1.85361 -2.01197 -0.31775 2.14 -0.02 1.15
H 1.69001 -1.56504 0.29992 2.66 -2.47 0.53
```
Positions in Å, forces in eV/Å.

Its charge is +2. The calculation puts the highest occupied orbital energy at -18.56 eV. Its gap between HOMO and LUMO is 8.743 eV.